{
  "formula": "C39H69AsN5O3PSSi2Ti",
  "method": "ωB97M-V/def2-TZVPD",
  "s_squared": 0.758,
  "spin_multiplicity": 2,
  "e_homo_ev": [-4.7, -5.2],
  "e_lumo_ev": [1.36, 1.27],
  "total_charge": -1,
  "species": ["Ti", "C", "C", "C", "C", "P", "N", "C", "C", "C", "C", "C", "C", "C", "C", "H", "H", "H", "H", "H", "H", "H", "H", "H", "H", "H", "H", "H", "H", "H", "H", "H", "H", "H", "H", "H", "H", "H", "H", "H", "H", "H", "C", "Si", "C", "C", "As", "Si", "C", "C", "C", "H", "H", "H", "H", "H", "H", "H", "H", "H", "H", "H", "H", "H", "H", "H", "H", "H", "H", "O", "S", "O", "O", "C", "N", "C", "C", "C", "N", "C", "C", "C", "N", "C", "C", "H", "H", "H", "H", "H", "H", "C", "C", "C", "C", "C", "C", "C", "C", "N", "C", "C", "C", "C", "H", "H", "H", "H", "H", "H", "H", "H", "H", "H", "H", "H", "H", "H", "H", "H", "H", "H"],
  "positions_angstrom": [[0.372, -0.649, 0.041], [-2.881, 2.161, -0.420], [-3.490, 1.336, 0.723], [-4.602, 2.150, 1.392], [-4.140, 0.108, 0.072], [-2.116, 0.752, 1.862], [-0.826, 0.360, 1.046], [-2.716, -0.727, 2.869], [-1.676, -0.991, 3.971], [-4.092, -0.584, 3.525], [-2.722, -1.992, 1.997], [-1.714, 2.152, 3.050], [-0.366, 1.870, 3.734], [-2.757, 2.436, 4.132], [-1.531, 3.436, 2.223], [-3.646, 2.287, -1.190], [-2.027, 1.645, -0.865], [-2.564, 3.154, -0.112], [-5.366, 2.356, 0.637], [-4.261, 3.112, 1.774], [-5.087, 1.613, 2.206], [-4.767, 0.453, -0.754], [-4.785, -0.437, 0.758], [-3.405, -0.581, -0.338], [-1.721, -0.262, 4.776], [-0.659, -1.018, 3.573], [-1.892, -1.969, 4.408], [-4.164, 0.268, 4.201], [-4.275, -1.486, 4.117], [-4.897, -0.513, 2.798], [-1.794, -2.101, 1.428], [-3.555, -2.035, 1.302], [-2.802, -2.854, 2.665], [-0.423, 1.111, 4.506], [-0.026, 2.795, 4.205], [0.387, 1.546, 3.021], [-2.823, 1.635, 4.866], [-3.754, 2.622, 3.734], [-2.447, 3.337, 4.668], [-0.895, 3.278, 1.356], [-1.046, 4.182, 2.854], [-2.476, 3.859, 1.883], [4.866, 1.376, 0.750], [3.381, 1.393, 1.908], [3.964, 1.767, 3.662], [2.388, 2.912, 1.397], [2.157, -0.612, 1.945], [4.020, -2.017, 1.946], [5.247, -1.533, 3.292], [5.050, -2.190, 0.373], [3.432, -3.748, 2.437], [5.247, 2.393, 0.634], [4.584, 1.010, -0.238], [5.681, 0.755, 1.116], [4.699, 2.574, 3.656], [4.397, 0.907, 4.165], [3.107, 2.096, 4.252], [2.716, 3.746, 2.023], [1.322, 2.795, 1.536], [2.575, 3.190, 0.362], [5.758, -0.591, 3.107], [6.004, -2.319, 3.350], [4.757, -1.464, 4.263], [5.652, -1.302, 0.196], [4.461, -2.374, -0.522], [5.730, -3.035, 0.507], [2.585, -3.695, 3.120], [4.245, -4.268, 2.947], [3.134, -4.355, 1.585], [1.668, 6.960, -6.715], [2.516, 6.486, -5.639], [1.980, 6.687, -4.309], [3.925, 6.801, -5.785], [2.502, 4.675, -5.866], [2.747, 4.213, -7.098], [2.709, 2.904, -7.266], [2.442, 2.015, -6.232], [2.231, 2.594, -4.992], [2.255, 3.912, -4.809], [1.918, 1.794, -3.768], [2.093, 0.413, -3.703], [1.745, -0.261, -2.550], [1.238, 0.363, -1.472], [1.078, 1.702, -1.531], [1.412, 2.444, -2.642], [2.895, 2.536, -8.271], [2.394, 0.951, -6.406], [2.496, -0.150, -4.532], [1.855, -1.337, -2.476], [0.656, 2.165, -0.648], [1.285, 3.517, -2.654], [-4.821, -4.044, -1.516], [-3.703, -3.078, -1.806], [-3.884, -2.033, -2.706], [-2.868, -1.116, -2.933], [-3.053, 0.042, -3.871], [-1.660, -1.273, -2.264], [-1.433, -2.324, -1.364], [-2.492, -3.219, -1.147], [-0.179, -2.399, -0.737], [0.456, -3.724, -0.533], [0.089, -4.788, -1.586], [1.957, -3.477, -0.687], [0.165, -4.247, 0.874], [-5.684, -3.853, -2.151], [-5.145, -3.964, -0.476], [-4.502, -5.075, -1.677], [-4.829, -1.930, -3.227], [-3.993, -0.034, -4.416], [-2.242, 0.099, -4.597], [-3.058, 0.985, -3.322], [-0.852, -0.582, -2.494], [-2.391, -3.999, -0.409], [-0.027, -4.341, -2.574], [-0.819, -5.340, -1.357], [0.901, -5.515, -1.640], [2.201, -3.290, -1.735], [2.537, -4.342, -0.359], [2.281, -2.616, -0.094], [-0.903, -4.414, 1.015], [0.496, -3.526, 1.631], [0.684, -5.191, 1.054]],
  "forces_ev_per_a": [[-0.93, -0.62, 1.66], [0.08, -0.03, -0.05], [-0.08, -0.08, -0.01], [-0.06, 0.12, -0.02], [-0.02, 0.01, -0.04], [0.46, -0.22, -0.02], [-0.56, 0.23, -0.17], [0.05, 0.00, 0.08], [0.05, -0.02, -0.03], [-0.06, 0.01, 0.05], [0.10, -0.02, -0.09], [0.00, 0.04, -0.01], [0.01, 0.03, -0.06], [-0.05, 0.01, 0.10], [-0.02, 0.04, 0.03], [-0.02, 0.02, -0.02], [-0.06, 0.00, 0.02], [0.03, -0.01, 0.00], [-0.02, 0.00, -0.01], [-0.05, -0.10, -0.08], [0.00, -0.04, 0.02], [-0.01, -0.01, -0.03], [-0.01, 0.00, 0.04], [0.06, 0.00, -0.04], [-0.07, -0.01, 0.01], [0.00, 0.02, -0.01], [-0.01, -0.05, 0.03], [0.00, -0.06, -0.07], [-0.01, -0.02, 0.03], [-0.04, 0.01, -0.04], [-0.09, 0.06, 0.08], [0.00, 0.01, -0.01], [-0.02, -0.03, 0.00], [-0.01, 0.04, 0.02], [0.04, 0.05, 0.01], [0.04, -0.04, -0.08], [0.05, 0.00, 0.01], [0.05, -0.02, 0.06], [0.02, 0.03, 0.03], [0.11, -0.05, -0.08], [0.00, 0.04, 0.03], [0.10, -0.03, 0.04], [0.01, 0.01, 0.07], [-0.04, -0.19, -0.01], [-0.01, 0.02, -0.06], [0.15, -0.01, 0.03], [0.45, 0.12, 0.23], [-0.16, -0.02, 0.05], [-0.04, -0.09, -0.03], [0.01, -0.03, 0.08], [0.06, 0.02, 0.01], [0.04, 0.08, 0.00], [-0.05, -0.01, -0.07], [0.06, -0.05, 0.04], [0.05, 0.07, 0.01], [0.03, -0.05, 0.00], [-0.07, 0.02, 0.05], [-0.01, 0.08, 0.00], [-0.29, -0.02, 0.03], [0.03, 0.00, -0.11], [0.04, 0.10, -0.06], [0.07, -0.03, 0.02], [-0.05, -0.01, 0.06], [0.04, 0.06, 0.00], [-0.08, -0.03, -0.05], [0.07, -0.05, -0.03], [-0.02, 0.03, 0.06], [0.07, -0.06, 0.03], [0.00, 0.00, 0.02], [-0.03, -0.07, -0.03], [0.04, 0.20, -0.02], [-0.03, -0.09, 0.05], [0.03, -0.08, -0.01], [-0.02, -0.05, -0.04], [0.00, 0.06, -0.05], [0.02, -0.01, 0.01], [0.02, 0.17, 0.05], [-0.09, -0.17, 0.26], [0.02, -0.04, -0.07], [0.01, 0.08, -0.14], [-0.04, 0.09, 0.11], [0.11, 0.14, 0.00], [0.56, 0.85, -1.32], [0.08, -0.07, -0.08], [0.06, -0.12, 0.00], [0.01, 0.02, -0.01], [0.00, -0.03, 0.00], [0.02, 0.02, -0.02], [-0.04, 0.11, 0.02], [0.00, -0.04, -0.01], [0.00, 0.03, -0.04], [-0.02, -0.03, 0.00], [-0.01, -0.06, 0.00], [0.01, 0.02, -0.02], [0.00, 0.01, 0.09], [-0.01, 0.02, -0.04], [0.03, 0.07, -0.10], [0.25, -0.08, -0.06], [-0.01, 0.26, 0.07], [-0.22, -0.40, -0.28], [0.02, 0.15, -0.07], [0.02, 0.10, 0.07], [0.09, -0.05, 0.06], [0.08, 0.00, 0.12], [-0.02, 0.01, -0.02], [-0.01, 0.01, 0.03], [0.01, -0.02, -0.01], [-0.05, 0.01, -0.02], [-0.03, 0.00, -0.02], [0.02, 0.00, -0.02], [-0.01, 0.04, 0.02], [-0.07, -0.11, 0.02], [0.05, -0.15, 0.02], [0.02, 0.06, -0.02], [-0.15, 0.03, 0.04], [0.00, -0.03, 0.01], [0.00, 0.00, -0.04], [-0.04, 0.03, -0.09], [-0.08, -0.09, -0.05], [-0.03, -0.01, 0.02], [-0.02, -0.05, -0.12], [0.01, -0.05, 0.02]]
}

{
  "formula": "C39H69N4O12",
  "method": "ωB97M-V/def2-TZVPD",
  "spin_multiplicity": 1,
  "e_homo_ev": -10.3,
  "e_lumo_ev": -3.96,
  "total_charge": 1,
  "species": ["C", "C", "N", "C", "C", "C", "C", "O", "C", "C", "C", "C", "C", "N", "O", "C", "O", "C", "C", "O", "C", "C", "C", "C", "C", "C", "C", "C", "C", "N", "N", "C", "C", "O", "C", "C", "O", "H", "H", "H", "H", "H", "H", "H", "H", "H", "H", "H", "H", "H", "H", "H", "H", "H", "H", "H", "H", "H", "H", "H", "H", "H", "H", "H", "H", "H", "H", "H", "H", "H", "H", "H", "H", "H", "H", "H", "H", "H", "C", "O", "C", "C", "O", "C", "C", "O", "C", "H", "H", "H", "H", "H", "H", "H", "H", "H", "H", "H", "H", "H", "H", "C", "O", "C", "C", "O", "C", "C", "O", "C", "H", "H", "H", "H", "H", "H", "H", "H", "H", "H", "H", "H", "H", "H"],
  "positions_angstrom": [[-5.864, -0.733, -1.247], [-4.424, -0.998, -1.113], [-3.202, -0.095, -1.084], [-3.413, 0.413, 0.350], [-4.013, -0.594, 1.478], [-3.573, 0.062, 2.954], [-3.123, -1.099, 4.038], [-1.686, -1.115, 4.353], [-1.270, 0.059, 5.136], [-3.246, 1.196, -1.854], [-4.346, 1.424, -3.023], [-4.091, 2.720, -4.012], [-5.549, 2.992, -4.784], [-6.680, 3.672, -4.007], [-5.783, 2.598, -6.066], [-1.806, 1.715, -2.535], [-0.712, 1.324, -1.640], [-0.632, -0.121, -1.891], [0.849, -0.597, -1.395], [1.835, 0.041, -2.336], [2.850, 0.786, -1.576], [4.384, 0.161, -1.406], [5.537, 1.039, -0.579], [5.258, 2.518, 0.096], [3.703, 3.114, -0.052], [2.550, 2.265, -0.860], [-1.959, -0.972, -1.360], [-1.450, -1.931, -0.169], [-0.886, -1.405, 1.246], [-0.490, -0.161, 1.650], [-2.270, -1.837, -2.505], [-2.732, -1.469, -3.812], [-4.199, -2.155, -4.277], [-2.202, -0.801, -4.848], [-2.124, -3.294, -2.507], [-3.164, -4.453, -1.931], [-1.010, -3.815, -3.098], [-6.637, -1.540, -1.631], [-6.319, 0.309, -0.922], [-4.212, -2.139, -0.819], [-2.595, 1.168, 0.709], [-4.402, 1.095, 0.262], [-3.643, -1.685, 1.504], [-5.203, -0.648, 1.537], [-4.501, 0.612, 3.430], [-2.712, 0.849, 2.865], [-3.385, -2.190, 3.630], [-3.759, -0.975, 5.026], [-0.498, 0.672, 4.474], [-2.209, 0.718, 5.372], [-0.718, -0.254, 6.130], [-3.415, 2.174, -1.175], [-4.619, 0.525, -3.702], [-5.363, 1.709, -2.458], [-3.711, 3.675, -3.436], [-3.352, 2.380, -4.860], [-6.218, 4.478, -3.527], [-7.394, 3.990, -4.700], [-1.690, 1.426, -3.657], [-1.737, 2.912, -2.552], [-0.461, -0.218, -3.070], [1.186, -0.230, -0.340], [1.059, -1.765, -1.530], [4.656, -0.902, -1.873], [6.626, 0.594, -0.481], [6.071, 3.154, 0.654], [3.391, 4.160, 0.384], [1.468, 2.730, -0.941], [-0.583, -2.704, -0.461], [-2.337, -2.680, 0.130], [-0.819, -2.238, 2.104], [-0.572, 0.425, 0.796], [-3.903, -3.055, -4.992], [-4.775, -2.607, -3.365], [-4.826, -1.410, -4.931], [-4.029, -4.680, -2.692], [-2.559, -5.475, -1.819], [-3.554, -4.215, -0.834], [1.941, -0.954, 7.882], [1.518, 0.083, 8.751], [1.660, -0.277, 10.127], [1.518, 0.958, 11.019], [2.732, 1.716, 11.111], [3.041, 2.521, 9.965], [2.189, 3.789, 9.887], [0.916, 3.499, 9.306], [-0.007, 4.559, 9.490], [1.361, -1.865, 8.057], [1.780, -0.627, 6.852], [3.008, -1.153, 8.019], [2.637, -0.745, 10.293], [0.866, -0.993, 10.367], [1.313, 0.617, 12.040], [0.679, 1.589, 10.717], [2.991, 1.935, 9.044], [4.086, 2.822, 10.098], [2.687, 4.525, 9.247], [2.056, 4.209, 10.892], [-0.207, 4.709, 10.555], [-0.945, 4.289, 8.998], [0.372, 5.483, 9.043], [2.005, -2.277, -5.407], [3.284, -1.772, -5.755], [4.279, -2.123, -4.791], [5.679, -1.861, -5.352], [6.145, -2.923, -6.194], [5.574, -2.960, -7.509], [6.159, -1.893, -8.437], [5.513, -0.636, -8.220], [6.216, 0.434, -8.827], [1.689, -1.890, -4.434], [1.289, -1.951, -6.166], [2.020, -3.371, -5.393], [4.181, -3.179, -4.518], [4.119, -1.499, -3.905], [6.381, -1.830, -4.511], [5.745, -0.896, -5.859], [4.483, -2.916, -7.469], [5.842, -3.943, -7.912], [5.987, -2.181, -9.479], [7.237, -1.796, -8.257], [7.208, 0.542, -8.377], [5.656, 1.357, -8.652], [6.306, 0.276, -9.906]],
  "forces_ev_per_a": [[3.31, 0.81, 0.69], [-5.24, -2.70, -1.05], [-1.71, 0.16, 2.30], [-2.66, 1.91, 2.71], [0.33, 0.24, 2.40], [-0.32, -0.14, 0.59], [-0.41, -0.56, 0.26], [-1.77, 0.94, 0.37], [0.56, 0.84, -0.14], [0.81, 5.13, -3.44], [-2.42, 0.55, 0.55], [-0.64, -0.75, -0.64], [-2.16, -0.90, -5.12], [3.53, -0.58, -1.98], [1.75, 2.18, 8.28], [0.18, 1.49, 0.47], [-1.79, -1.94, -1.61], [2.30, 0.79, -1.15], [1.11, -0.45, 0.08], [0.78, 1.13, 2.88], [3.56, 1.86, 2.08], [-1.19, 3.50, 1.48], [-2.96, 1.73, -0.19], [-3.95, -2.46, -2.42], [0.84, -3.82, -1.91], [3.05, -1.15, 0.24], [3.80, -0.90, -1.16], [-0.51, -2.05, 1.80], [0.75, 2.86, 2.20], [-1.73, -4.85, -2.88], [-0.41, -0.96, -0.53], [-0.86, 2.00, -7.32], [1.09, -0.84, 0.01], [-1.99, -3.08, 7.29], [5.43, -5.20, -2.34], [0.61, -0.34, 0.52], [-7.04, 3.78, 3.61], [2.03, 1.40, 1.49], [1.06, -2.09, -1.48], [0.03, 2.88, -1.48], [-1.17, -1.97, -0.80], [2.51, -1.28, -0.18], [-0.39, 1.84, -0.36], [2.77, 0.26, -0.74], [1.81, -1.03, -1.14], [-1.54, -1.61, 0.09], [0.67, 2.38, 0.75], [1.35, -0.12, -1.89], [-1.69, -1.18, 1.40], [1.90, -1.13, -0.26], [-1.30, 0.45, -2.01], [0.19, -2.98, -0.90], [0.86, 1.44, 1.31], [2.12, -0.81, -1.27], [-0.90, -1.90, -1.21], [-1.48, 1.04, 1.65], [-0.92, -0.79, -0.38], [0.91, -0.36, 0.76], [0.07, -0.16, 2.17], [-0.68, -2.72, 0.32], [-1.05, -0.17, 2.49], [-1.10, -0.88, -1.78], [-0.87, 2.51, 0.38], [-0.66, 2.71, 1.18], [-2.57, 0.93, -0.29], [-1.75, -1.60, -1.29], [0.79, -2.37, -0.95], [2.48, -1.15, 0.12], [-1.99, 1.97, -0.16], [1.87, 1.70, -0.61], [-0.26, 1.78, -2.15], [0.14, 0.07, 0.56], [-0.59, 1.88, 1.45], [0.96, 1.11, -1.83], [1.37, -1.36, 1.52], [1.62, 0.80, 1.59], [-1.07, 2.54, -0.44], [0.53, -0.30, -2.50], [-0.14, 0.36, 0.19], [0.20, -0.10, -0.03], [-0.36, 0.52, -0.28], [0.48, -0.22, 0.04], [-0.32, 0.00, -0.44], [-0.08, 0.20, 0.46], [-0.24, -0.47, -0.41], [-0.02, 0.06, 0.21], [0.11, -0.34, -0.11], [0.07, -0.13, 0.00], [-0.02, 0.05, 0.15], [0.01, -0.16, 0.00], [-0.01, 0.02, 0.08], [0.04, -0.13, 0.17], [0.14, 0.00, -0.11], [0.06, -0.10, -0.23], [-0.24, 0.12, 0.01], [-0.16, -0.01, 0.10], [0.16, 0.13, 0.09], [0.10, -0.04, -0.03], [0.02, 0.16, 0.02], [0.21, -0.04, 0.03], [-0.02, 0.12, 0.07], [0.32, 0.19, -0.23], [-0.02, -0.26, 0.15], [-0.04, 0.49, -0.61], [-0.08, -0.51, 0.06], [-0.36, 0.35, -0.08], [0.48, 0.07, 0.02], [-0.62, 0.24, 0.23], [0.24, -0.06, 0.09], [-0.28, -0.12, 0.19], [-0.06, -0.06, 0.12], [0.17, 0.03, 0.07], [-0.07, -0.06, 0.14], [0.08, -0.03, 0.03], [0.03, -0.04, 0.14], [-0.07, -0.11, -0.07], [-0.26, -0.05, -0.04], [0.07, 0.25, -0.05], [0.08, 0.14, 0.09], [0.14, -0.15, -0.09], [-0.04, -0.10, -0.01], [0.10, 0.00, -0.12], [0.01, -0.23, 0.00], [0.12, 0.03, -0.05]]
}

no.,molecular weight (g mol⁻¹)
1,898.0
2,786.0